{"formula": "C19H31Br3Cl6F9O6Pb", "method": "ωB97M-V/def2-TZVPD", "spin_multiplicity": 1, "largest_force_ev_per_a": 3.16, "charge": -1, "lumo_energy_ev": 1.710, "e_homo_ev": -6.439, "e_tot_ev": -347461.490, "elements": ["Pb", "C", "O", "O", "C", "F", "F", "F", "C", "C", "H", "H", "H", "H", "H", "H", "C", "O", "O", "C", "F", "F", "F", "C", "C", "H", "H", "H", "H", "H", "H", "C", "O", "O", "C", "F", "F", "F", "C", "C", "H", "H", "H", "H", "H", "H", "Cl", "C", "C", "Cl", "H", "H", "H", "H", "Cl", "C", "C", "Cl", "H", "H", "H", "H", "Cl", "C", "C", "Cl", "H", "H", "H", "H", "C", "Br", "Br", "Br", "H"], "positions_angstrom": [[-0.985, 1.214, 0.799], [-1.738, 2.073, -2.035], [-1.352, 3.259, -1.298], [-2.127, 1.105, -1.161], [-2.830, 2.455, -3.033], [-3.908, 3.037, -2.485], [-2.388, 3.402, -3.857], [-3.297, 1.462, -3.733], [-0.144, 3.904, -1.804], [0.173, 5.096, -0.795], [1.124, 5.610, -1.027], [-0.593, 5.825, -0.902], [0.126, 4.666, 0.236], [-0.306, 4.288, -2.790], [0.663, 3.191, -1.981], [-0.923, 1.760, -2.634], [1.901, 0.473, 0.866], [1.683, 1.012, 2.214], [0.908, 0.626, 0.008], [3.131, 1.180, 0.289], [4.149, 0.954, 1.132], [3.354, 0.709, -0.902], [3.003, 2.519, 0.210], [1.838, -0.003, 3.241], [2.025, 0.626, 4.564], [3.003, 1.068, 4.713], [1.330, 1.366, 4.780], [1.863, -0.237, 5.213], [2.717, -0.657, 2.936], [1.042, -0.757, 3.154], [2.196, -0.647, 1.012], [-0.662, -2.016, 0.187], [-1.465, -2.312, -0.937], [-1.173, -1.088, 1.083], [-0.362, -3.371, 0.884], [0.385, -3.201, 2.024], [-1.440, -4.042, 1.322], [0.416, -4.261, 0.167], [-1.001, -1.769, -2.164], [-2.239, -1.928, -3.084], [-2.042, -1.287, -3.945], [-2.353, -2.982, -3.374], [-3.170, -1.536, -2.655], [-0.111, -2.337, -2.603], [-0.668, -0.757, -2.030], [0.401, -1.707, -0.211], [-5.313, -2.876, 2.711], [-4.483, -1.568, 1.743], [-4.248, -1.964, 0.309], [-5.763, -2.102, -0.602], [-3.477, -1.343, 2.143], [-5.041, -0.682, 1.910], [-3.647, -2.840, 0.233], [-3.660, -1.117, -0.154], [0.885, 1.429, -5.199], [2.134, 1.510, -3.846], [3.309, 0.644, -4.022], [2.883, -1.133, -3.929], [1.602, 1.162, -2.957], [2.294, 2.573, -3.689], [4.041, 0.722, -3.302], [3.813, 0.732, -4.972], [-2.285, 0.615, 4.272], [-2.713, -1.017, 4.944], [-1.661, -2.108, 4.527], [-0.089, -1.974, 5.409], [-3.631, -1.274, 4.488], [-2.701, -0.781, 6.018], [-1.512, -1.936, 3.452], [-2.009, -3.070, 4.819], [6.058, -1.463, -0.797], [5.403, -2.204, 0.777], [6.645, -2.763, -2.131], [7.621, -0.330, -0.451], [5.390, -0.823, -1.299]]}

{"formula": "C22H18InN6O2SSbSe4", "method": "ωB97M-V/def2-TZVPD", "spin_multiplicity": 1, "largest_force_ev_per_a": 0.65, "charge": -2, "lumo_energy_ev": 4.034, "relative_energy_ev": 0.000, "e_homo_ev": -1.209, "e_tot_ev": -320079.574, "elements": ["In", "O", "C", "N", "C", "C", "C", "C", "C", "C", "N", "C", "C", "C", "C", "C", "N", "H", "H", "H", "H", "H", "H", "H", "H", "H", "H", "Se", "Sb", "Se", "Se", "Se", "C", "C", "C", "C", "N", "C", "C", "C", "C", "C", "C", "N", "H", "H", "H", "H", "H", "H", "H", "H", "O", "S", "N"], "positions_angstrom": [[-0.937, -0.663, -1.049], [2.159, 1.716, -2.912], [1.123, 1.178, -2.479], [1.029, 0.025, -1.812], [2.279, -0.721, -1.641], [2.909, -0.539, -0.279], [3.409, 0.717, 0.076], [3.887, 0.910, 1.355], [3.879, -0.159, 2.245], [3.413, -1.380, 1.790], [2.938, -1.580, 0.556], [-0.210, 1.849, -2.756], [-0.256, 3.068, -3.399], [-1.495, 3.639, -3.658], [-2.644, 2.971, -3.281], [-2.516, 1.746, -2.649], [-1.327, 1.204, -2.391], [2.081, -1.784, -1.792], [2.986, -0.373, -2.394], [3.378, 1.517, -0.658], [4.246, 1.883, 1.669], [4.221, -0.047, 3.267], [3.404, -2.245, 2.448], [0.676, 3.542, -3.675], [-1.556, 4.615, -4.128], [-3.631, 3.392, -3.411], [-3.388, 1.187, -2.330], [-4.397, 1.239, 3.303], [-3.964, 1.667, 0.925], [-2.371, 3.548, 0.672], [-3.210, -0.682, 0.007], [-5.916, 2.135, -0.464], [0.170, 2.038, 2.505], [-0.282, 1.263, 3.545], [-0.526, -0.092, 3.329], [-0.339, -0.607, 2.070], [0.000, 0.178, 1.027], [0.260, 1.457, 1.242], [-0.492, -2.053, 1.754], [-0.695, -3.012, 2.738], [-0.846, -4.336, 2.371], [-0.772, -4.688, 1.034], [-0.550, -3.684, 0.107], [-0.406, -2.405, 0.462], [0.358, 3.095, 2.623], [-0.487, 1.701, 4.511], [-0.921, -0.702, 4.129], [0.522, 2.050, 0.375], [-0.754, -2.721, 3.776], [-1.031, -5.090, 3.128], [-0.902, -5.711, 0.708], [-0.517, -3.881, -0.958], [-0.446, -2.588, -5.054], [-0.523, -1.637, -3.939], [-1.022, -2.148, -2.637]]}

{"formula": "C27H38BIrN3O4SSi", "method": "ωB97M-V/def2-TZVPD", "spin_multiplicity": 6, "largest_force_ev_per_a": 0.37, "s2": 8.772, "charge": 2, "lumo_energy_ev": [-4.643, -8.425], "relative_energy_ev": 0.279, "e_homo_ev": [-11.789, -13.240], "e_tot_ev": -63488.784, "elements": ["Ir", "C", "Si", "C", "C", "C", "C", "C", "C", "C", "C", "H", "H", "H", "H", "H", "H", "H", "H", "H", "H", "H", "H", "H", "H", "H", "H", "H", "H", "H", "H", "H", "O", "B", "O", "C", "C", "C", "C", "C", "C", "H", "H", "H", "H", "N", "C", "C", "O", "O", "H", "H", "H", "H", "H", "S", "C", "C", "C", "N", "C", "C", "C", "C", "C", "N", "C", "C", "H", "H", "H", "H", "H", "H", "H", "H"], "positions_angstrom": [[0.354, -1.062, 0.390], [-1.690, 1.875, 1.020], [-0.622, 0.559, 1.824], [-1.446, -0.095, 3.421], [-0.685, -1.281, 4.015], [-1.748, 0.930, 4.514], [-2.787, -0.609, 2.846], [1.082, 2.091, 2.500], [1.699, 2.313, 1.153], [0.407, 3.276, 3.109], [1.843, 1.200, 3.431], [-2.122, 2.570, 1.742], [-2.516, 1.365, 0.516], [-1.149, 2.435, 0.260], [0.288, -0.991, 4.413], [-0.525, -2.070, 3.275], [-1.261, -1.712, 4.837], [-0.844, 1.275, 5.017], [-2.376, 0.464, 5.277], [-2.290, 1.799, 4.137], [-2.650, -1.311, 2.017], [-3.433, 0.203, 2.513], [-3.316, -1.149, 3.636], [1.078, 2.932, 0.509], [1.966, 1.383, 0.649], [2.639, 2.858, 1.322], [-0.162, 3.850, 2.381], [1.199, 3.936, 3.492], [-0.225, 3.026, 3.958], [2.120, 0.256, 2.961], [1.311, 1.017, 4.362], [2.776, 1.720, 3.688], [1.533, 0.004, -2.419], [0.575, -0.797, -1.661], [-0.228, -1.446, -2.704], [0.210, -1.064, -3.883], [-0.253, -1.421, -5.148], [0.409, -0.848, -6.202], [1.506, 0.063, -6.023], [1.973, 0.421, -4.786], [1.311, -0.157, -3.704], [-1.082, -2.102, -5.274], [0.109, -1.074, -7.216], [1.964, 0.471, -6.914], [2.792, 1.111, -4.644], [5.644, -1.892, 1.642], [4.407, -2.690, 1.350], [3.299, -1.647, 1.098], [2.145, -2.148, 0.996], [3.659, -0.475, 1.007], [6.454, -2.183, 1.098], [5.897, -1.906, 2.629], [5.347, -0.920, 1.384], [4.173, -3.351, 2.179], [4.573, -3.281, 0.453], [-3.138, -6.814, 0.404], [-2.213, -5.308, 0.468], [-0.986, -5.208, 1.119], [-0.320, -4.003, 1.125], [-0.797, -2.911, 0.508], [-1.963, -3.012, -0.142], [-2.701, -4.176, -0.180], [-3.078, -7.260, 2.130], [-2.128, -8.155, 2.603], [-2.130, -8.457, 3.958], [-2.995, -7.942, 4.824], [-3.916, -7.110, 4.352], [-4.006, -6.736, 3.019], [-0.557, -6.059, 1.628], [0.629, -3.885, 1.629], [-2.319, -2.112, -0.628], [-3.650, -4.199, -0.696], [-1.418, -8.622, 1.934], [-1.401, -9.151, 4.361], [-4.625, -6.719, 5.073], [-4.781, -6.060, 2.685]]}